Computed, not measured: a 2-piece molecular cluster, C7H9ClNPS2 overall at a distorted geometry, with ωB97M-V/def2-TZVPD.

Results
Charge: 0
Energy relative to the best compared isomer or geometry (same formula, charge and spin): 40.01 kcal per mole
E_tot: -52374.72554 eV
HOMO-LUMO gap (alpha / beta): 5.9 / 5.9 eV

```
21
Properties=species:S:1:pos:R:3:forces:R:3:nbo_charge:R:1
C -3.0357 0.1314 -2.3841 2.0 -0.5 1.9 -0.138
C -1.8101 0.4995 -3.0054 -3.8 0.1 -1.4 -0.218
C -2.8844 -0.5254 -1.1087 0.2 1.5 -2.5 -0.213
C -0.6474 0.4227 -2.4040 3.1 -0.4 2.0 -0.167
C -1.6266 -0.6969 -0.5609 0.3 0.1 1.1 -0.169
C -0.4996 -0.1060 -1.1283 0.5 -1.1 0.6 -0.418
C 2.5808 0.6773 3.2144 1.4 2.2 -0.5 -0.422
N 1.7205 -0.2934 2.7126 -0.2 -2.6 0.0 -0.807
P 1.1011 -0.0619 -0.1932 -0.8 0.9 -0.9 0.949
S 2.4656 0.9914 -1.1150 -0.9 -1.2 1.1 -0.280
S 0.3582 -0.0756 1.8709 1.7 -0.1 -0.5 0.396
Cl 2.3692 -2.8659 1.2719 -0.2 0.7 -0.5 -0.721
H -3.9713 0.4599 -2.8107 -0.2 -0.5 0.0 0.229
H -1.7622 0.9008 -3.9966 -0.6 0.3 -0.5 0.222
H -3.6967 -0.8046 -0.5026 -1.1 -0.4 0.3 0.223
H 0.2266 0.7837 -2.8730 0.8 0.4 -0.6 0.229
H -1.5660 -1.2033 0.4090 0.1 0.1 -0.4 0.238
H 3.5680 0.7689 2.7055 -0.3 -1.0 0.5 0.204
H 2.2218 1.6420 2.9531 -0.8 1.1 0.3 0.201
H 2.6541 0.5702 4.2796 0.4 0.2 0.5 0.205
H 2.2340 -1.2150 2.6654 -1.5 0.2 -0.6 0.457
```
Positions in Å, forces in eV/Å.